1.
Below is one molecule with the formula C3H10N4O at a distorted geometry, with properties calculated with ωB97M-V with the def2-TZVPD basis set.

Results
HOMO energy in eV: -8.839
E_tot in eV: -11276.315
SMILES: [H]/N=C(\NO)N(C)NC
Gap between HOMO and LUMO in eV: 9.61
M in u: 118.14
Energy above the lowest of the compared OMol25 structures with the same formula, charge and spin in kcal per mole: 135.7
F_max in eV/Å: 4.40

ORCA input file:
```
! RIJCOSX wB97M-V def2-TZVPD def2/J DEFGRID3
* xyz 0 1
H 2.64 0.54 -1.68
N 2.22 -0.24 -1.08
C 1.15 0.26 -0.68
N 1.09 1.70 -0.65
O -0.10 2.25 -0.41
N -0.03 -0.47 -0.33
C 0.23 -1.99 -0.50
N -0.51 -0.05 0.84
C -1.92 0.30 0.98
H 1.93 2.08 -0.08
H -0.37 1.90 0.50
H -0.80 -2.53 -0.27
H 0.54 -2.16 -1.54
H 1.08 -2.16 0.19
H -0.27 -0.44 1.65
H -2.61 -0.60 1.25
H -2.28 0.50 -0.08
H -2.00 1.12 1.88
*
```

***

2.
Below is an isolated ion of composition C3H5N2O and charge +1 at a distorted geometry, with properties calculated with ωB97M-V with the def2-TZVPD basis set.

Results
HOMO energy (alpha / beta) in eV: -12.047 / -12.058
E_tot in eV: -8203.950
Gap between HOMO and LUMO (alpha / beta) in eV: 6.64 / 6.64
M in u: 85.09
Energy above the lowest of the compared OMol25 structures with the same formula, charge and spin in kcal per mole: 213.2
F_max in eV/Å: 7.00

ORCA input file:
```
! RIJCOSX wB97M-V def2-TZVPD def2/J DEFGRID3
* xyz 1 1
C 2.11 -0.17 -2.47
C 0.36 -0.80 0.05
C 0.87 1.30 -0.93
N 1.64 0.88 -1.93
N -0.59 -1.04 1.27
O 0.30 0.52 -0.06
H 0.53 2.37 -0.98
H 2.17 1.76 -2.42
H -1.53 -0.77 0.88
H -0.36 -0.28 1.93
H -0.46 -1.93 1.50
*
```

***

3.
Below is C4H7OPb as an isolated structure at a distorted geometry, with properties calculated with ωB97M-V with the def2-TZVPD basis set.

Results
HOMO energy (alpha / beta) in eV: -11.200 / -11.198
E_tot in eV: -11542.014
Gap between HOMO and LUMO (alpha / beta) in eV: 5.04 / 5.04
M in u: 278.30
Energy above the lowest of the compared OMol25 structures with the same formula, charge and spin in kcal per mole: 131.1
F_max in eV/Å: 9.10

ORCA input file:
```
! RIJCOSX wB97M-V def2-TZVPD def2/J DEFGRID3
* xyz 1 1
H 1.82 -0.91 0.93
C -0.15 1.06 -0.84
C 1.29 -0.26 0.22
C -0.11 0.09 0.51
O -0.72 -0.22 1.65
Pb -1.05 -1.71 2.87
H -0.66 1.96 -0.48
H 0.61 1.28 -1.60
H 1.41 -0.92 -0.65
H 1.37 0.66 1.09
C -1.01 -0.17 -1.00
H -2.09 -0.01 -0.87
H -0.71 -0.85 -1.82
*
```

***

4.
Below is C45H43N5O2PPdS2 as an isolated structure, with properties calculated with ωB97M-V with the def2-TZVPD basis set.

Results
HOMO energy in eV: -10.785
E_tot in eV: -93341.178
Gap between HOMO and LUMO in eV: 8.66
M in u: 887.40
Energy above the lowest of the compared OMol25 structures with the same formula, charge and spin in kcal per mole: 13.5
F_max in eV/Å: 0.73

ORCA input file:
```
! RIJCOSX wB97M-V def2-TZVPD def2/J DEFGRID3
* xyz 1 1
Pd -0.30 -0.10 0.21
C -5.99 0.92 0.56
C -4.79 1.60 0.58
C -3.61 0.93 0.30
C -3.64 -0.43 0.01
C -4.85 -1.12 -0.02
C -6.03 -0.44 0.26
P -2.09 -1.31 -0.24
C -2.29 -2.39 -1.66
C -1.62 -3.61 -1.70
C -1.70 -4.40 -2.83
C -2.44 -3.98 -3.93
C -3.12 -2.77 -3.88
C -3.05 -1.97 -2.75
C -1.68 -2.24 1.23
C -2.09 -3.35 1.96
C -1.32 -3.71 3.05
C -0.17 -2.99 3.37
C 0.24 -1.89 2.64
C -0.54 -1.50 1.55
H -6.91 1.44 0.78
H -4.76 2.66 0.82
H -2.66 1.45 0.33
H -4.88 -2.17 -0.26
H -6.97 -0.97 0.24
H -1.03 -3.93 -0.85
H -1.17 -5.35 -2.86
H -2.49 -4.60 -4.81
H -3.70 -2.44 -4.74
H -3.57 -1.03 -2.72
H -2.97 -3.92 1.68
H -1.60 -4.56 3.65
H 0.42 -3.30 4.22
H 1.14 -1.35 2.91
O 0.44 1.12 2.03
S 1.52 1.87 2.76
C 1.47 3.57 2.09
C 2.77 4.36 1.91
C 3.01 4.85 0.48
C 3.36 3.77 -0.55
S 1.90 3.27 -1.50
O 1.12 2.36 -0.61
C 2.75 2.28 -2.73
C 2.96 0.92 -2.54
C 3.65 0.20 -3.50
C 4.10 0.83 -4.65
C 3.86 2.18 -4.85
C 3.18 2.91 -3.89
C 3.09 1.22 2.19
C 4.22 1.49 2.96
C 5.44 0.96 2.59
C 5.53 0.15 1.46
C 4.40 -0.14 0.72
C 3.17 0.39 1.09
H 0.80 4.07 2.79
H 0.94 3.42 1.15
H 3.64 3.78 2.23
H 2.74 5.23 2.57
H 3.85 5.55 0.51
H 2.15 5.42 0.14
H 3.77 2.86 -0.10
H 4.08 4.14 -1.28
H 2.57 0.45 -1.64
H 3.83 -0.86 -3.35
H 4.64 0.26 -5.40
H 4.21 2.67 -5.75
H 2.97 3.96 -4.04
H 4.14 2.09 3.86
H 6.33 1.17 3.18
H 6.49 -0.27 1.18
H 4.46 -0.79 -0.14
H 2.27 0.18 0.52
C 0.49 -1.38 -3.22
C -0.04 0.01 -3.23
N -0.44 0.71 -2.19
C -0.84 1.94 -2.68
C -0.67 1.97 -4.02
N -0.15 0.74 -4.37
C 0.22 0.34 -5.70
N -0.55 -0.75 -6.23
N 0.06 -1.93 -6.51
N -0.78 -2.73 -7.02
C -2.00 -2.10 -7.10
C -3.22 -2.54 -7.62
C -4.28 -1.66 -7.56
C -4.14 -0.37 -7.00
C -2.94 0.08 -6.50
C -1.87 -0.81 -6.57
H 0.78 -1.65 -2.21
H 1.35 -1.48 -3.88
H -0.27 -2.09 -3.56
H -1.21 2.71 -2.03
H -0.86 2.74 -4.75
H 1.26 0.02 -5.73
H 0.11 1.22 -6.34
H -3.32 -3.53 -8.05
H -5.24 -1.95 -7.96
H -5.00 0.28 -6.98
H -2.84 1.07 -6.07
*
```

***

5.
Below is an isolated ion of composition C2H4ClO and charge +1 at a distorted geometry, with properties calculated with ωB97M-V with the def2-TZVPD basis set.

Results
HOMO energy in eV: -15.776
E_tot in eV: -16697.239
Gap between HOMO and LUMO in eV: 7.89
M in u: 79.51
Energy above the lowest of the compared OMol25 structures with the same formula, charge and spin in kcal per mole: 42.0
F_max in eV/Å: 5.32

ORCA input file:
```
! RIJCOSX wB97M-V def2-TZVPD def2/J DEFGRID3
* xyz 1 1
C -0.45 -0.92 -0.52
C 0.70 0.89 0.13
O -0.04 0.24 -0.84
Cl 2.75 0.39 -0.37
H -1.07 -1.34 -1.24
H -0.37 -1.52 0.38
H 0.60 0.67 1.25
H 0.79 1.83 -0.41
*
```

***

6.
Below is a 2-piece molecular cluster, C2H3ClF2S overall at a distorted geometry, with properties calculated with ωB97M-V with the def2-TZVPD basis set.

Results
HOMO energy (alpha / beta) in eV: -9.206 / -7.642
E_tot in eV: -30911.821
Gap between HOMO and LUMO (alpha / beta) in eV: 9.29 / 7.00
M in u: 132.56
Energy above the lowest of the compared OMol25 structures with the same formula, charge and spin in kcal per mole: 78.7
F_max in eV/Å: 1.10

ORCA input file:
```
! RIJCOSX wB97M-V def2-TZVPD def2/J DEFGRID3
* xyz 0 1
C 0.19 1.38 -0.16
C -0.12 -1.45 -0.55
F -1.04 -1.64 -1.52
F 1.02 -2.05 -0.94
S 0.88 1.49 1.38
Cl -0.68 -2.03 1.00
H 0.87 1.39 -0.99
H -0.86 1.40 -0.31
H -0.25 1.51 2.09
*
```

***

7.
Below is a 2-piece molecular cluster, C4H8O overall at a distorted geometry, with properties calculated with ωB97M-V with the def2-TZVPD basis set.

Results
HOMO energy (alpha / beta) in eV: 0.865 / -2.899
E_tot in eV: -6322.308
Expectation value of S²: 0.75
Gap between HOMO and LUMO (alpha / beta) in eV: 3.16 / 6.78
M in u: 72.11
Energy above the lowest of the compared OMol25 structures with the same formula, charge and spin in kcal per mole: 33.5
F_max in eV/Å: 1.14

ORCA input file:
```
! RIJCOSX wB97M-V def2-TZVPD def2/J DEFGRID3
* xyz -1 2
C -2.47 0.39 -1.03
C -1.82 0.43 -2.19
H -2.94 1.29 -0.68
H -2.44 -0.53 -0.47
H -1.52 1.36 -2.61
H -1.54 -0.45 -2.75
O 2.88 0.09 -0.13
C 1.83 -0.13 0.57
C 1.80 -0.45 2.02
H 0.91 -0.33 0.00
H 2.14 -1.50 2.23
H 0.76 -0.35 2.35
H 2.40 0.16 2.69
*
```